No. 1
{
  "formula": "C37H39AuCl5N4O3Te",
  "method": "the ωB97M-V functional and the def2-TZVPD basis",
  "gap_ha": [0.2482, 0.1889],
  "lumo_energy_ev": [0.1218, -2.5026],
  "multiplicity": 4,
  "homo_ev": [-6.63, -7.64],
  "symbols": ["Au", "Cl", "C", "C", "Cl", "C", "Cl", "C", "O", "C", "Cl", "C", "Cl", "C", "C", "C", "C", "H", "H", "H", "H", "H", "H", "H", "H", "H", "C", "C", "C", "C", "C", "C", "Te", "N", "C", "O", "C", "C", "C", "C", "C", "C", "C", "C", "C", "C", "C", "C", "C", "C", "C", "C", "H", "H", "H", "H", "H", "H", "H", "H", "H", "H", "H", "H", "H", "H", "H", "H", "H", "H", "H", "H", "H", "H", "H", "C", "N", "C", "C", "O", "N", "C", "N", "H", "H", "H", "H", "H", "H", "H"],
  "coordinates": [[-1.49503, 0.91642, 0.51876], [-2.65713, 8.05967, 1.56223], [-2.54927, 6.43362, 0.99125], [-1.43253, 5.65732, 1.27857], [-0.15120, 6.31936, 2.22771], [-1.33873, 4.35629, 0.79601], [0.03162, 3.37196, 1.19494], [-2.33644, 3.77236, -0.01677], [-2.26906, 2.58258, -0.54223], [-3.47563, 4.57653, -0.25175], [-4.74410, 3.86839, -1.18835], [-3.58375, 5.87108, 0.23727], [-5.00969, 6.78983, -0.06887], [-5.62036, -0.96684, 0.74297], [-4.10157, -0.94757, 0.95251], [-3.70196, -1.93271, 2.04889], [-3.64094, 0.46651, 1.25842], [-5.95523, -1.97253, 0.46500], [-5.91476, -0.27666, -0.05260], [-6.13966, -0.67437, 1.66124], [-3.64385, -1.27946, 0.01378], [-4.20596, -1.67955, 2.98902], [-2.62543, -1.90656, 2.22028], [-3.98030, -2.95636, 1.77548], [-3.57437, 0.69397, 2.32937], [-4.18059, 1.24299, 0.71097], [5.88230, -0.96308, -4.24466], [4.49859, -1.08054, -3.65317], [4.19844, -2.07093, -2.72072], [2.94017, -2.17138, -2.13279], [2.66936, -3.30643, -1.16551], [1.97129, -1.23158, -2.50592], [0.31153, -1.02842, -0.83832], [-0.54042, -0.86261, 1.09532], [0.32536, -1.25023, 2.05107], [1.37955, -1.89694, 1.86101], [-0.06643, -0.91468, 3.45882], [-0.51541, 0.35828, 3.79799], [-0.82419, 0.65619, 5.11885], [-0.71102, -0.32368, 6.09682], [-0.28074, -1.60120, 5.75447], [0.05316, -1.89314, 4.43980], [-1.45510, -1.97629, -1.56146], [-1.64539, -3.24677, -1.01622], [-2.79255, -3.96974, -1.30224], [-3.75773, -3.40741, -2.12491], [-3.56865, -2.13914, -2.65833], [-2.41863, -1.39587, -2.39554], [-2.26657, -0.02832, -3.01648], [2.21394, -0.25668, -3.46758], [1.15785, 0.69322, -3.98234], [3.49174, -0.20323, -4.02879], [6.47406, -1.85754, -4.04660], [6.41518, -0.10753, -3.82101], [5.83660, -0.81511, -5.32540], [4.96375, -2.78948, -2.43926], [3.54827, -3.94453, -1.07004], [1.84174, -3.92394, -1.52369], [2.40364, -2.94736, -0.16723], [-0.60737, 1.11928, 3.02943], [-1.15425, 1.65381, 5.38274], [-0.95003, -0.08814, 7.12728], [-0.20079, -2.37020, 6.51397], [0.40643, -2.87968, 4.16299], [-0.89639, -3.66764, -0.35110], [-2.93529, -4.95591, -0.87803], [-4.66851, -3.95184, -2.34533], [-4.33874, -1.70160, -3.28516], [-3.23415, 0.36566, -3.32425], [-1.63320, -0.08386, -3.90227], [-1.82712, 0.69460, -2.32599], [0.30096, 0.73849, -3.32141], [0.82423, 0.36920, -4.97173], [1.55477, 1.70315, -4.07442], [3.69126, 0.55049, -4.78793], [5.79324, 1.24762, 1.29287], [4.48937, 1.08970, 0.68404], [3.88459, 2.07385, -0.19253], [2.51977, 1.44149, -0.44571], [1.66386, 1.89615, -1.17986], [2.41402, 0.28324, 0.28911], [3.56877, 0.14381, 0.95399], [3.74833, -0.86224, 1.80415], [6.49458, 1.61908, 0.54797], [6.16532, 0.28784, 1.64559], [5.77240, 1.94864, 2.13098], [4.44363, 2.20595, -1.11957], [3.76100, 3.04404, 0.29597], [2.93460, -1.45481, 1.96507], [4.57694, -0.95039, 2.35909]],
  "atomic_forces_ev_per_a": [[-0.3, 0.1, 0.1], [0.0, -0.1, 0.0], [-0.1, 0.0, 0.0], [0.0, -0.1, 0.0], [0.0, -0.1, 0.0], [0.0, -0.1, 0.0], [0.1, 0.2, 0.0], [0.0, -0.2, 0.0], [0.2, 0.2, 0.3], [-0.1, 0.0, -0.1], [0.0, 0.1, 0.1], [0.0, 0.0, 0.0], [0.1, 0.0, 0.0], [0.0, 0.0, -0.1], [0.1, 0.1, 0.1], [0.0, 0.0, 0.0], [-0.6, -0.1, 0.2], [0.0, 0.1, 0.0], [0.0, 0.0, 0.1], [0.0, 0.0, -0.1], [0.0, 0.0, 0.0], [0.0, 0.0, -0.1], [0.0, 0.0, 0.0], [0.0, 0.1, 0.0], [0.1, 0.0, -0.2], [0.2, -0.1, 0.0], [-0.1, 0.0, 0.0], [0.0, 0.0, 0.0], [0.0, 0.0, 0.0], [-0.1, -0.1, 0.1], [0.0, 0.2, -0.1], [0.3, -0.1, 0.0], [0.0, -0.4, -0.2], [0.6, -0.3, -0.2], [0.1, 0.3, 0.0], [-1.1, -0.3, -0.1], [-0.1, 0.1, 0.0], [0.0, 0.0, 0.0], [0.0, 0.0, 0.0], [0.0, 0.0, 0.0], [0.0, 0.0, 0.0], [0.0, 0.0, 0.1], [0.0, 0.0, 0.0], [0.1, 0.1, 0.0], [0.0, 0.0, 0.0], [0.0, 0.1, 0.0], [0.0, -0.1, 0.0], [0.1, 0.1, 0.0], [0.0, -0.2, 0.1], [-0.3, 0.1, 0.0], [0.3, -0.1, 0.1], [0.0, 0.0, 0.0], [0.0, 0.0, 0.0], [0.0, 0.0, 0.0], [0.0, 0.0, 0.1], [0.0, 0.0, 0.0], [0.0, 0.0, 0.0], [0.0, 0.0, 0.0], [0.0, 0.0, 0.0], [0.0, 0.0, 0.1], [0.0, 0.0, 0.0], [0.0, 0.0, 0.0], [0.0, 0.0, 0.0], [0.0, 0.1, 0.0], [-0.1, 0.0, 0.0], [0.0, 0.0, 0.0], [0.0, 0.0, 0.0], [0.0, 0.0, 0.0], [0.0, 0.0, 0.0], [0.0, 0.0, 0.0], [0.0, 0.0, 0.0], [-0.1, 0.0, 0.1], [0.0, 0.0, 0.0], [0.0, 0.0, 0.0], [0.0, 0.0, 0.1], [-0.2, 0.0, 0.0], [0.2, 0.1, 0.0], [0.1, 0.0, 0.1], [-0.2, -0.2, -0.1], [0.2, -0.2, 0.0], [0.3, 0.6, -0.1], [-0.2, -0.2, 0.1], [0.6, 0.3, -0.2], [0.0, 0.0, 0.0], [0.0, 0.0, 0.0], [0.0, 0.0, 0.0], [0.0, 0.0, 0.0], [0.0, 0.0, 0.0], [-0.1, -0.1, 0.1], [0.1, 0.1, 0.0]],
  "mulliken_charge": [1.759, -0.203, 0.415, -0.106, -0.207, 0.675, -0.132, -1.009, -0.809, 0.469, -0.185, 0.079, -0.194, -1.833, 3.277, -1.294, -1.963, 0.411, 0.417, 0.393, -1.466, 0.421, -0.015, 0.381, 0.491, 0.466, -1.521, 0.719, -0.920, 0.769, -1.414, 0.149, 0.928, -0.649, 0.198, -0.778, 0.294, -0.023, -1.002, -0.432, -0.656, -0.470, 0.724, -0.768, -0.905, -0.745, -0.714, 1.125, -1.185, 1.003, -1.205, -0.782, 0.366, 0.286, 0.368, 0.295, 0.436, 0.282, 0.242, 0.342, 0.456, 0.395, 0.408, 0.425, 0.409, 0.455, 0.408, 0.455, 0.490, 0.280, -0.026, -0.272, 0.456, 0.408, 0.419, -1.093, 0.082, -0.611, -0.183, -0.502, 0.822, -0.150, -0.200, 0.341, 0.369, 0.311, 0.317, 0.289, 0.294, 0.150]
}

---

No. 2
{
  "formula": "C21H34FNOP2Pb",
  "method": "the ωB97M-V functional and the def2-TZVPD basis",
  "gap_ha": [0.2274, 0.2311],
  "lumo_energy_ev": [-0.5181, -0.2184],
  "homo_ev": [-6.71, -6.51],
  "symbols": ["Pb", "P", "P", "N", "H", "C", "H", "H", "H", "C", "H", "H", "H", "C", "H", "H", "H", "C", "H", "H", "H", "C", "H", "H", "H", "C", "H", "H", "H", "C", "C", "C", "C", "C", "C", "H", "H", "H", "H", "H", "C", "O", "C", "H", "H", "H", "C", "H", "H", "H", "F", "C", "C", "C", "C", "C", "C", "H", "H", "H", "H"],
  "coordinates": [[0.21872, -0.96220, 0.02708], [2.94219, -0.71953, -0.32981], [-2.71904, -0.24847, 0.01473], [-0.27269, 0.55364, -1.68973], [1.79350, -0.98716, 0.84352], [3.84725, -2.04823, -1.14669], [4.92735, -1.82742, -1.05504], [3.56187, -2.09987, -2.21259], [3.61620, -3.01062, -0.66600], [3.80393, -0.45240, 1.25266], [4.85669, -0.43156, 1.04699], [3.53478, -1.28273, 1.92576], [3.45045, 0.48433, 1.69204], [3.30635, 0.77403, -1.30782], [4.38582, 0.74817, -1.55903], [3.08361, 1.67621, -0.71962], [2.70139, 0.78757, -2.22884], [-3.85600, -1.50221, -0.70829], [-4.90919, -1.29197, -0.44463], [-3.55681, -2.48937, -0.32175], [-3.74147, -1.48669, -1.80522], [-3.51798, -0.07270, 1.67376], [-4.60569, -0.04032, 1.57884], [-3.16040, 0.84503, 2.14102], [-3.23383, -0.92552, 2.29147], [-3.40012, 1.26376, -0.79937], [-4.49294, 1.35954, -0.65626], [-3.16270, 1.20483, -1.87327], [-2.88441, 2.14227, -0.38111], [-0.22619, 1.37004, -2.70212], [0.01233, 1.69271, -5.16263], [-0.09654, 0.88623, -4.07452], [-0.26668, 2.83492, -2.64684], [-0.14830, 3.64561, -3.75401], [0.00194, 3.08993, -5.04936], [0.11585, 1.26051, -6.18270], [-0.05836, -0.22259, -4.18327], [-0.37057, 3.30493, -1.64439], [-0.16612, 4.74117, -3.65790], [0.10401, 3.74070, -5.92265], [-1.30364, -3.75454, 1.99953], [-2.29008, -3.19030, 1.54697], [-0.19852, -4.53299, 1.18376], [0.12386, -5.31036, 1.89077], [0.79683, -4.09747, 0.81344], [-0.69636, -5.04050, 0.34659], [-0.54275, -3.19858, 3.38303], [-1.30422, -3.56079, 4.06317], [-0.33133, -2.12079, 3.53882], [0.41894, -3.68215, 3.61782], [0.66159, 3.98673, 4.06428], [0.50703, 2.91139, 3.19199], [0.80991, 3.04067, 1.90038], [0.65354, 1.93977, 1.01894], [0.21587, 0.72543, 1.60485], [-0.15070, 0.61934, 2.87647], [0.00803, 1.71181, 3.79401], [1.18540, 3.98756, 1.46400], [0.82576, 1.99527, -0.02428], [-0.57494, -0.34802, 3.27899], [-0.23235, 1.61396, 4.84408]],
  "atomic_forces_ev_per_a": [[-4.4, -0.6, -1.6], [0.2, 1.2, 0.3], [-1.1, 0.3, 0.1], [0.2, -0.2, 0.7], [1.9, -0.7, 1.2], [0.2, -0.4, -0.2], [-0.4, -0.2, -0.1], [0.1, 0.0, 0.5], [0.2, 0.3, -0.2], [0.2, -0.2, -0.3], [0.8, 0.2, 0.4], [0.3, 0.3, -0.2], [0.1, -0.1, -0.1], [0.6, 0.2, -0.3], [-0.4, 0.3, 0.0], [0.1, -0.3, -0.2], [0.2, 0.0, 0.4], [0.1, -0.2, -0.2], [0.4, -0.1, -0.1], [-0.3, 0.3, -0.2], [-0.1, -0.1, 0.4], [0.3, -0.1, -0.2], [0.0, 0.0, 0.0], [0.0, 0.0, 0.1], [-0.1, 0.0, 0.0], [0.2, 0.0, -0.1], [0.5, -0.1, 0.0], [-0.1, 0.1, 0.3], [-0.2, -0.2, -0.2], [0.4, 0.9, -1.6], [0.3, 0.5, -1.7], [-0.2, -1.6, 1.0], [0.2, -0.1, 1.3], [0.0, 0.1, -0.8], [-0.1, 0.2, 0.8], [-0.1, 0.2, 0.9], [-0.1, 0.9, 0.1], [0.0, -0.4, -0.7], [0.0, -0.6, 0.1], [-0.1, -0.3, 0.3], [4.1, 4.6, -0.8], [1.2, -2.2, 1.2], [-1.0, -1.5, 0.0], [0.0, -0.1, -0.2], [-1.9, 0.4, 0.8], [0.3, 0.1, 0.0], [-1.4, -1.2, -0.7], [0.2, 0.3, 1.1], [-0.8, -0.6, -0.7], [-0.5, -0.3, -0.5], [0.0, -0.7, -1.0], [-1.2, -1.0, 4.4], [0.8, 0.5, -3.7], [-0.4, -0.2, 3.4], [0.8, 0.7, -4.5], [-0.7, 0.0, 4.4], [0.4, 0.2, -2.5], [-0.3, -0.5, 0.7], [0.2, 0.2, -0.8], [0.5, 1.3, -0.4], [0.0, 0.3, -0.1]],
  "mulliken_charge": [0.686, 0.887, 0.865, -0.457, -0.174, -1.204, 0.402, 0.364, 0.316, -1.360, 0.443, 0.401, 0.320, -1.133, 0.442, 0.279, 0.268, -1.286, 0.376, 0.305, 0.333, -1.284, 0.462, 0.343, 0.283, -1.255, 0.439, 0.311, 0.281, -0.645, -0.394, -0.170, 0.194, -0.561, -0.271, 0.299, 0.312, 0.315, 0.336, 0.365, 0.609, -0.471, -1.060, 0.466, 0.146, 0.307, -0.747, 0.382, 0.159, 0.359, -0.357, 0.311, -1.050, -0.086, -0.040, 0.064, -0.833, 0.411, 0.564, -0.048, 0.482]
}

---

No. 3
{
  "formula": "C34H27AsF6ILiN3O6S2",
  "method": "the ωB97M-V functional and the def2-TZVPD basis",
  "gap_ha": 0.2664,
  "lumo_energy_ev": 2.3077,
  "homo_ev": -4.94,
  "total_charge": -1,
  "symbols": ["Li", "C", "C", "N", "C", "C", "C", "O", "C", "C", "N", "C", "C", "C", "C", "C", "C", "I", "C", "O", "H", "H", "H", "H", "H", "H", "H", "H", "H", "H", "H", "H", "F", "C", "F", "F", "S", "O", "O", "N", "S", "O", "O", "C", "F", "F", "F", "C", "C", "C", "C", "C", "C", "As", "C", "C", "C", "C", "C", "C", "C", "C", "C", "C", "C", "C", "H", "H", "H", "H", "H", "H", "H", "H", "H", "H", "H", "H", "H", "H", "H"],
  "coordinates": [[-0.34153, 0.91465, -0.31800], [3.61312, -0.77524, -1.55484], [3.66069, 0.60726, -0.96940], [4.83752, 1.07572, -0.61385], [4.92859, 2.32694, -0.12055], [3.84768, 3.15439, 0.03654], [4.06173, 4.52792, 0.61068], [3.86849, 4.57279, 2.03090], [2.56301, 2.67551, -0.30128], [1.39303, 3.51590, -0.09596], [0.22907, 3.20941, -0.50567], [-0.88353, 4.02950, -0.28199], [-1.00720, 4.97817, 0.73430], [-2.16775, 5.71599, 0.88223], [-3.23364, 5.53774, 0.01058], [-3.14266, 4.59302, -1.00173], [-1.98607, 3.84183, -1.12449], [-1.85432, 2.38141, -2.62851], [2.43073, 1.35611, -0.82709], [1.30588, 0.83621, -1.14255], [4.49494, -1.33145, -1.24154], [3.59378, -0.72687, -2.64891], [2.71286, -1.30166, -1.25153], [5.92489, 2.66206, 0.14926], [3.41191, 5.25867, 0.12386], [5.09099, 4.83915, 0.44180], [3.11181, 4.01549, 2.24353], [1.55857, 4.47140, 0.41476], [-0.19669, 5.10755, 1.44094], [-2.24662, 6.42506, 1.69710], [-4.14733, 6.10502, 0.13787], [-3.97518, 4.42206, -1.67042], [-0.57920, -0.90278, 3.59845], [-0.74956, 0.40369, 3.79882], [-1.60820, 0.56938, 4.80296], [0.42642, 0.92651, 4.16255], [-1.31643, 1.26319, 2.27995], [-0.12343, 1.17883, 1.42590], [-1.63059, 2.59400, 2.72682], [-2.51635, 0.35986, 1.89154], [-3.23454, 0.57203, 0.41536], [-4.06761, -0.60990, 0.13229], [-1.19657, -0.69814, -0.55698], [-4.60292, 1.68246, 1.05780], [-5.28966, 1.07858, 2.02572], [-4.15992, 2.84996, 1.51781], [-5.45425, 1.94280, 0.04663], [0.90482, -2.64732, -5.05242], [0.86728, -1.41639, -4.41359], [0.49238, -1.33043, -3.07990], [0.15341, -2.48244, -2.37531], [0.16919, -3.71392, -3.02374], [0.55917, -3.79514, -4.35323], [-0.51778, -2.20554, -0.56991], [-1.74397, -3.67929, -0.32300], [-3.09365, -3.43698, -0.11114], [-3.97257, -4.50577, 0.02840], [-3.51268, -5.81091, -0.06439], [-2.15885, -6.05496, -0.27071], [-1.27633, -4.99437, -0.38796], [0.76400, -2.42806, 0.86883], [0.76954, -3.56107, 1.68002], [1.63319, -3.63134, 2.76406], [2.47607, -2.56807, 3.05840], [2.45570, -1.43131, 2.26451], [1.60324, -1.36125, 1.17329], [1.19355, -2.71553, -6.09467], [1.13027, -0.51200, -4.94969], [0.47891, -0.37177, -2.57762], [-0.12885, -4.61756, -2.51784], [0.58319, -4.76128, -4.84202], [-3.45854, -2.41518, -0.05851], [-5.02154, -4.30905, 0.21053], [-4.20366, -6.64089, 0.02078], [-1.79346, -7.07252, -0.33721], [-0.22160, -5.19601, -0.52225], [0.09147, -4.37980, 1.50014], [1.63135, -4.51461, 3.39106], [3.13758, -2.62316, 3.91447], [3.08928, -0.58371, 2.49521], [1.56594, -0.46453, 0.57379]],
  "atomic_forces_ev_per_a": [[0.4, 0.3, -1.0], [0.0, 0.1, -0.1], [0.1, 0.0, 0.1], [-0.1, 0.1, 0.0], [0.1, -0.2, -0.1], [-0.1, 0.1, 0.1], [0.0, -0.1, 0.2], [-0.1, 0.1, -0.1], [-0.1, -0.1, 0.1], [0.2, 0.1, -0.2], [-0.5, -0.2, 0.1], [0.0, 0.1, -0.1], [0.1, 0.0, 0.0], [0.0, 0.1, 0.0], [0.0, 0.0, 0.0], [0.0, 0.0, 0.1], [0.1, -0.1, -0.2], [-0.1, 0.2, -0.1], [-0.2, 0.2, 0.0], [0.7, -0.3, -0.1], [0.0, 0.0, 0.0], [0.0, 0.0, 0.0], [0.0, -0.1, 0.0], [0.0, 0.0, 0.0], [0.0, 0.1, 0.0], [0.0, 0.0, 0.0], [0.0, 0.0, 0.0], [0.0, 0.0, -0.1], [0.0, 0.0, 0.0], [0.0, 0.0, 0.0], [0.0, 0.0, 0.0], [0.0, 0.0, 0.0], [0.0, -0.1, 0.0], [-0.1, -0.2, -0.1], [-0.1, 0.0, 0.1], [0.1, 0.0, 0.1], [0.4, 0.0, 0.2], [-0.6, 0.1, 0.9], [0.1, 0.0, 0.0], [-0.1, 0.2, -0.2], [-0.5, 0.2, 0.8], [0.2, 0.1, 0.0], [0.1, -0.6, -0.1], [0.0, -0.1, -0.1], [-0.1, 0.0, 0.1], [0.1, 0.1, 0.0], [-0.1, 0.0, -0.1], [0.0, 0.0, 0.0], [0.0, 0.0, 0.0], [0.0, 0.0, 0.0], [0.0, 0.1, 0.0], [0.1, 0.0, 0.0], [0.0, 0.0, 0.0], [-0.1, -0.3, -0.1], [0.0, -0.1, 0.0], [0.0, 0.2, 0.0], [0.0, -0.1, 0.0], [0.0, 0.1, 0.0], [-0.1, 0.0, 0.0], [-0.1, 0.0, 0.0], [0.0, 0.0, 0.0], [0.1, 0.1, 0.0], [0.0, 0.0, 0.0], [0.0, 0.0, 0.0], [0.0, 0.0, 0.0], [0.0, 0.0, -0.1], [0.0, 0.0, 0.0], [0.0, 0.0, 0.0], [0.0, 0.0, 0.0], [0.0, 0.0, 0.0], [0.0, 0.0, 0.0], [0.0, -0.1, 0.0], [0.0, 0.0, 0.0], [0.0, 0.0, 0.0], [0.0, 0.0, 0.0], [0.0, 0.0, 0.0], [0.0, 0.0, 0.0], [0.0, 0.0, 0.0], [0.0, 0.0, 0.0], [0.0, 0.0, 0.0], [0.0, 0.0, 0.0]],
  "mulliken_charge": [0.921, -0.848, 0.579, -0.773, -0.975, 1.014, -1.101, -0.545, 0.233, -0.421, 0.249, 0.847, -0.358, -0.852, -0.541, -0.534, -0.397, 0.173, -0.202, -0.396, 0.376, 0.260, 0.122, 0.339, 0.313, 0.399, 0.429, 0.234, 0.392, 0.334, 0.366, 0.411, -0.180, 0.278, -0.209, -0.207, 0.747, -0.259, -0.615, -0.586, 1.117, -0.851, -0.443, 0.302, -0.252, -0.148, -0.245, -0.531, -0.854, 0.116, 0.448, -0.425, -0.746, 1.947, 0.748, -1.257, -0.732, -0.493, -1.030, -0.751, 0.588, -0.676, -0.816, -0.789, -1.060, -0.135, 0.370, 0.471, 0.209, 0.287, 0.411, 0.664, 0.490, 0.379, 0.385, 0.638, 0.516, 0.413, 0.370, 0.559, 0.790]
}

---

no.,E (Ha)
1,-4582.606155
2,-1925.685858
3,-5864.248822